{
  "formula": "C5H8O2",
  "method": "ωB97M-V/def2-TZVPD",
  "symbols": ["C", "C", "O", "C", "C", "C", "O", "H", "H", "H", "H", "H", "H", "H", "H"],
  "coordinates": [[1.688, 0.379, 0.878], [0.243, -0.044, 0.998], [-0.669, 1.093, 0.933], [-1.468, 0.461, -0.097], [-0.598, 0.327, -1.278], [-0.459, -0.650, -0.177], [-0.638, -2.005, -0.342], [1.839, 0.966, -0.034], [1.944, 1.010, 1.733], [2.366, -0.482, 0.862], [0.057, -0.650, 1.892], [-2.531, 0.634, -0.065], [-0.411, 0.081, -2.264], [-0.248, 1.149, -1.780], [-0.961, -2.186, -1.235]],
  "forces_ev_per_angstrom": [[0.0026, 0.0271, 0.0388], [0.2456, -0.0432, 0.2219], [-0.1502, 0.1566, -0.1281], [-0.6496, -0.3749, -0.0366], [-0.2805, -0.2852, 0.3659], [0.2398, 0.0975, 0.3229], [0.2949, -0.0200, -0.2265], [-0.0781, -0.1181, 0.1287], [0.0555, -0.0732, -0.0781], [-0.1683, 0.0714, 0.0532], [-0.0372, 0.2725, 0.1087], [-0.1244, -0.3900, 0.1966], [-2.3977, -3.4389, -2.6671], [2.9697, 4.0022, 1.5468], [0.0778, 0.1162, 0.1529]],
  "multiplicity": 1,
  "smiles": "C[C@H]1O[C@H]2C[C@]21O",
  "largest_force_ev_per_a": 5.22,
  "homo_lumo_gap_ev": 9.772,
  "de_lowest_ev": 5.010
}

{
  "formula": "C5H8O2",
  "method": "ωB97M-V/def2-TZVPD",
  "symbols": ["C", "C", "C", "C", "H", "H", "H", "H", "H", "H", "O", "C", "O", "H", "H"],
  "coordinates": [[0.480, 0.019, 1.548], [-0.575, 0.016, 0.759], [-1.642, -0.746, 0.110], [-1.609, 0.782, 0.060], [0.987, 0.939, 1.821], [0.895, -0.910, 1.931], [-2.374, -1.236, 0.746], [-1.428, -1.269, -0.819], [-1.406, 1.244, -0.904], [-2.310, 1.338, 0.676], [2.811, 0.586, -0.375], [2.044, -0.269, -0.730], [1.028, -0.079, -1.590], [2.078, -1.320, -0.420], [1.000, 0.878, -1.759]],
  "forces_ev_per_angstrom": [[-0.2350, 0.0209, 0.0869], [0.0261, -0.0032, 0.2745], [-0.0526, -0.2559, 0.0358], [-0.0363, 0.2484, 0.0073], [-0.1001, -0.0880, 0.0076], [-0.0377, 0.0894, -0.0374], [-0.0028, 0.0874, -0.0834], [0.0460, 0.1017, 0.1629], [0.0587, -0.1005, 0.1471], [0.0076, -0.0868, -0.0910], [-0.3427, -0.3635, -0.2182], [0.3465, 0.1621, -0.0414], [0.2549, 0.2163, -0.0743], [0.0574, 0.0712, -0.0658], [0.0099, -0.0996, -0.1106]],
  "multiplicity": 1,
  "smiles": "C=C1CC1.O=CO",
  "largest_force_ev_per_a": 0.55,
  "homo_lumo_gap_ev": 10.586,
  "de_lowest_ev": 2.185
}

{
  "formula": "C5H8O2",
  "method": "ωB97M-V/def2-TZVPD",
  "symbols": ["O", "C", "C", "C", "O", "C", "C", "H", "H", "H", "H", "H", "H", "H", "H"],
  "coordinates": [[2.366, 0.123, -0.873], [1.195, 0.065, -0.606], [0.082, 1.130, -0.536], [-0.815, 0.026, 0.034], [-1.650, 0.192, 1.119], [-0.938, -1.097, -0.927], [0.306, -1.006, -0.052], [0.345, 1.873, 0.225], [-0.225, 1.630, -1.460], [-2.516, 0.467, 0.790], [-1.610, -1.895, -0.618], [-0.874, -0.941, -2.002], [0.580, -1.805, 0.629], [2.196, 0.622, 1.947], [1.558, 0.615, 2.330]],
  "forces_ev_per_angstrom": [[-0.5290, -0.0305, 0.1026], [0.3928, 0.0033, -0.0647], [-0.0217, 0.1288, -0.0407], [0.0878, -0.0306, -0.1741], [-0.2124, 0.0773, -0.0532], [-0.1775, -0.0058, -0.1227], [0.2588, -0.1329, 0.1375], [-0.0077, -0.1073, -0.1042], [0.0391, -0.0958, 0.1166], [0.0945, -0.0447, 0.1252], [0.1108, 0.1170, -0.0237], [0.0023, 0.0046, 0.1771], [-0.0398, 0.1100, -0.1260], [-0.0423, 0.0038, 0.0471], [0.0445, 0.0028, 0.0032]],
  "multiplicity": 1,
  "smiles": "O=C1C[C@@]2(O)C[C@@H]12.[H][H]",
  "largest_force_ev_per_a": 0.54,
  "homo_lumo_gap_ev": 10.244,
  "de_lowest_ev": 2.901
}

{
  "formula": "C5H8O2",
  "method": "ωB97M-V/def2-TZVPD",
  "symbols": ["O", "C", "C", "C", "O", "C", "C", "H", "H", "H", "H", "H", "H", "H", "H"],
  "coordinates": [[1.713, 1.482, -0.297], [1.068, 0.787, 0.718], [1.025, -0.718, 0.595], [-0.166, -0.622, -0.335], [-0.020, -1.272, -1.546], [-1.515, -0.374, 0.312], [-0.603, 0.790, -0.001], [1.199, 1.282, -1.091], [1.461, 1.217, 1.664], [0.747, -1.124, 1.569], [1.867, -1.264, 0.175], [-0.613, -0.846, -2.173], [-1.746, -0.513, 1.362], [-2.330, -0.751, -0.337], [-0.687, 1.850, 0.044]],
  "forces_ev_per_angstrom": [[0.0276, -0.1076, -0.0690], [-1.1755, -0.1814, 0.2872], [-0.1180, -0.1929, -0.0553], [-0.0337, -0.4373, 0.1312], [-0.2681, 0.1552, -0.2574], [0.5072, -0.0339, 0.5559], [1.6540, 0.0429, 1.7540], [0.2513, 0.1159, -0.2940], [-0.8977, -0.1848, -0.3747], [0.0015, -0.2847, -0.1592], [0.2204, 0.2326, 0.0695], [-0.0713, -0.1559, -0.1741], [0.2031, -0.6414, 0.0879], [0.4335, 1.0798, 0.0765], [-0.7344, 0.5936, -1.5785]],
  "multiplicity": 1,
  "smiles": "O[C@@H]1C[C@@]2(O)C[C@@H]12",
  "largest_force_ev_per_a": 2.41,
  "homo_lumo_gap_ev": 9.881,
  "de_lowest_ev": 4.369
}

{
  "formula": "C5H8O2",
  "method": "ωB97M-V/def2-TZVPD",
  "symbols": ["C", "C", "C", "O", "C", "C", "O", "H", "H", "H", "H", "H", "H", "H", "H"],
  "coordinates": [[0.212, 1.665, -0.340], [0.707, 0.627, 0.672], [0.590, -0.839, 0.338], [0.869, -1.705, 1.142], [-0.191, -1.211, -0.883], [-1.547, -1.033, -0.059], [-2.379, -0.219, -0.366], [0.782, 1.638, -1.274], [0.341, 2.657, 0.098], [-0.848, 1.564, -0.595], [0.198, 0.752, 1.637], [1.776, 0.738, 0.862], [-0.199, -0.490, -1.705], [0.203, -2.169, -1.259], [-1.576, -1.482, 0.966]],
  "forces_ev_per_angstrom": [[0.0516, 0.0668, -0.0220], [0.2475, 0.1329, 0.0917], [0.3168, 0.0160, 0.3297], [0.3634, 0.4034, -0.3039], [-0.5174, 0.0556, 0.2033], [-0.3295, 0.1137, -0.5693], [0.3233, -0.5954, -0.1293], [-0.0188, -0.0127, 0.1622], [0.0396, -0.0464, -0.0994], [0.2645, -0.0846, 0.1494], [0.1774, -0.0026, -0.1147], [0.0427, 0.3342, 0.1786], [-0.0656, -0.0139, 0.3386], [-0.9335, -0.0075, 0.4936], [0.0380, -0.3595, -0.7085]],
  "multiplicity": 1,
  "smiles": "CCC(=O)CC=O",
  "largest_force_ev_per_a": 1.06,
  "homo_lumo_gap_ev": 9.951,
  "de_lowest_ev": 1.306
}

{
  "formula": "C5H8O2",
  "method": "ωB97M-V/def2-TZVPD",
  "symbols": ["O", "C", "C", "C", "C", "O", "C", "H", "H", "H", "H", "H", "H", "H", "H"],
  "coordinates": [[0.517, -2.675, 1.335], [0.127, -1.673, 0.801], [-0.491, -0.369, 1.306], [-0.530, 0.133, -0.164], [0.112, 1.441, -0.573], [1.517, 1.399, -0.454], [0.056, -1.218, -0.658], [0.042, 0.164, 2.101], [-1.527, -0.519, 1.607], [-1.577, 0.232, -0.465], [-0.320, 2.237, 0.058], [-0.194, 1.648, -1.611], [1.865, 2.192, -0.879], [1.037, -1.174, -1.141], [-0.634, -1.818, -1.263]],
  "forces_ev_per_angstrom": [[-0.1903, 0.5525, -0.2486], [0.1121, -0.3535, 0.1726], [-0.1511, 0.0531, 0.0867], [-0.1916, 0.1311, -0.1254], [-0.4513, -0.0314, -0.0215], [0.1730, 0.1383, -0.0803], [0.0612, -0.0627, -0.1385], [0.0240, 0.0001, -0.3299], [0.0836, -0.2095, 0.4368], [0.0682, -0.0131, -0.0382], [0.1384, -0.0800, -0.1048], [0.1627, -0.0007, 0.1144], [0.0645, -0.2208, 0.1739], [-0.1195, 0.0425, 0.0479], [0.2161, 0.0542, 0.0550]],
  "multiplicity": 1,
  "smiles": "O=C1CC(CO)C1",
  "largest_force_ev_per_a": 0.63,
  "homo_lumo_gap_ev": 10.104,
  "de_lowest_ev": 1.310
}